ORCA calculation (ωB97M-V/def2-TZVPD) on one molecule with the formula C6H9N in a non-equilibrium geometry.

Each atom is followed by the atoms it is bonded to, with distances in Å.
Positions of all 16 atoms, in Å:
1 C 1.51 1.20 0.11  C2 1.511, H8 1.096, H9 1.094, H10 1.096
2 C 0.43 0.14 0.04  C1 1.511, C3 1.529, C5 1.538, C6 1.468
3 C -0.56 -0.20 1.16  C2 1.529, C4 1.760, H11 1.131, H12 1.080
4 C -1.41 -0.84 -0.24  C3 1.760, C5 1.526, H13 1.131, H14 1.063
5 C -0.71 0.30 -0.97  C2 1.538, C4 1.526, H15 1.094, H16 1.093
6 C 0.95 -1.22 -0.16  C2 1.468, N7 1.154
7 N 1.41 -2.28 -0.21  C6 1.154
8 H 2.00 1.24 -0.87  C1 1.096
9 H 2.26 0.99 0.87  C1 1.094
10 H 1.04 2.17 0.30  C1 1.096
11 H -0.70 0.73 1.78  C3 1.131
12 H -0.36 -0.98 1.88  C3 1.080
13 H -1.18 -1.79 -0.81  C4 1.131
14 H -2.46 -0.89 -0.07  C4 1.063
15 H -0.39 0.19 -2.01  C5 1.094
16 H -1.29 1.22 -0.85  C5 1.093

## Properties
- SMILES = CC1(C#N)CCC1
- ΔE to the lowest compared entry with this formula, charge and spin (kJ/mol) = 273.5
- HOMO (hartree) = -0.3847
- total energy (a.u.) = -288.677866

natural (NBO) atomic charge list, values in e, 4 entries:
1 C -0.599
2 C -0.164
3 C -0.384
4 C -0.389